# 1
Here is C51H45F2N9O16S as an isolated structure from OMol25. Energies are from ωB97M-V/def2-TZVPD.

* total charge: 0
* HOMO-LUMO gap: 8.350 eV
* total energy: -116041.7443 eV
* energy relative to the best compared isomer or geometry (same formula, charge and spin): 0.000 eV
* multiplicity: 1

```
124
C51H45F2N9O16S, DFT ωB97M-V/def2-TZVPD
C -4.7968 0.1197 -0.6026
C -4.0423 -0.0289 -1.9104
O -3.4526 0.9051 -2.3639
O -4.0414 -1.2487 -2.5229
C -3.3850 -2.2460 -1.6901
C -2.4825 -3.1203 -2.5460
C -2.0212 -4.4196 -1.8114
C -2.1226 -4.2750 -0.2978
C -1.2821 -3.4403 0.3835
C -0.1677 -2.6821 -0.2984
O 0.8292 -3.2698 -0.5965
N -0.3718 -1.2601 -0.4870
C -0.0074 -0.7457 -1.7406
O -0.2498 0.3684 -2.0363
F 0.6627 -1.5268 -2.5772
C -1.4313 -3.2732 1.8174
C -0.5689 -2.3412 2.6454
C 0.9363 -2.4945 2.4904
F -0.9183 -1.0142 2.3448
C -2.3871 -3.9604 2.4879
C -3.2609 -4.8654 1.8280
N -4.2151 -5.6126 2.3728
S -4.8531 -6.4392 1.1413
N -3.9933 -5.8848 -0.0927
C -3.1117 -5.0171 0.4140
H -4.8902 1.1729 -0.3687
H -4.1644 -0.3186 0.1749
H -5.7463 -0.4113 -0.6195
H -4.1628 -2.8242 -1.1878
H -2.7693 -1.7057 -0.9761
H -1.6010 -2.5807 -2.8865
H -3.0537 -3.4041 -3.4298
H -2.6923 -5.2145 -2.1319
H -1.0030 -4.6996 -2.0751
H 0.0838 -0.7350 0.2582
H -0.8245 -2.4841 3.6946
H 1.4383 -1.9857 3.3100
H 1.2510 -3.5300 2.3876
H 1.2738 -1.9732 1.5953
H -2.4995 -3.8376 3.5582
C 2.6704 4.6026 -1.4795
C 1.5461 3.9076 -1.0531
C 1.6911 2.7847 -0.2562
C 2.9596 2.3740 0.1025
C 4.0915 3.0504 -0.3181
C 3.9404 4.1729 -1.1151
N 3.1010 1.1903 0.9622
O 2.0834 0.5995 1.2912
O 4.2180 0.8599 1.2970
H 2.5579 5.4845 -2.0969
H 0.5579 4.2410 -1.3386
H 0.8190 2.2418 0.0761
H 5.0779 2.7153 -0.0327
H 4.8086 4.7168 -1.4526
C -1.6470 8.1558 1.8122
C -0.5351 8.6188 2.5055
C 0.6898 8.7025 1.8608
C 0.7808 8.3245 0.5328
C -0.3162 7.8557 -0.1663
C -1.5373 7.7717 0.4820
N 2.0734 8.4327 -0.1574
O 3.0281 8.8267 0.4825
O 2.1149 8.1216 -1.3322
H -2.6053 8.0934 2.3114
H -0.6249 8.9164 3.5506
H 1.5576 9.0612 2.3943
H -0.2300 7.5598 -1.2014
H -2.4052 7.4089 -0.0518
C 0.6231 -8.4776 -6.0094
C -0.0197 -7.3806 -6.5731
C -1.2162 -6.9270 -6.0414
C -1.7528 -7.5809 -4.9456
C -1.1282 -8.6736 -4.3795
C 0.0671 -9.1241 -4.9142
N -3.0146 -7.0923 -4.3652
O -3.5458 -6.1388 -4.8987
O -3.4519 -7.6660 -3.3867
H 1.5607 -8.8257 -6.4226
H 0.4138 -6.8766 -7.4260
H -1.7163 -6.0759 -6.4791
H -1.5598 -9.1742 -3.5300
H 0.5624 -9.9743 -4.4802
C -5.1504 8.8026 8.3526
C -4.0838 9.6629 8.1276
C -3.1141 9.3365 7.1940
C -3.2315 8.1491 6.4944
C -4.2834 7.2775 6.7105
C -5.2475 7.6100 7.6478
N -2.2180 7.8090 5.4866
O -1.2915 8.5858 5.3303
O -2.3605 6.7781 4.8648
H -5.9090 9.0628 9.0790
H -4.0092 10.5903 8.6785
H -2.2839 10.0043 7.0180
H -4.3588 6.3517 6.1596
H -6.0772 6.9402 7.8266
C 9.4058 7.6889 -1.4949
C 10.0338 6.5909 -2.0687
C 9.2827 5.6124 -2.6991
C 7.9079 5.7522 -2.7482
C 7.2656 6.8360 -2.1764
C 8.0234 7.8089 -1.5453
N 7.1071 4.7273 -3.4355
O 7.6913 3.7762 -3.9111
O 5.9043 4.8980 -3.4849
H 9.9960 8.4540 -1.0076
H 11.1104 6.4987 -2.0270
H 9.7692 4.7578 -3.1455
H 6.1902 6.9310 -2.2186
H 7.5353 8.6626 -1.0958
C -2.1681 -11.0544 1.3794
C -0.9051 -11.4747 1.7810
C 0.1741 -11.3649 0.9159
C -0.0332 -10.8299 -0.3417
C -1.2847 -10.4203 -0.7578
C -2.3562 -10.5330 0.1056
N 1.0987 -10.6687 -1.2654
O 2.1924 -11.0417 -0.9028
O 0.8614 -10.1467 -2.3420
H -3.0054 -11.1328 2.0604
H -0.7596 -11.8827 2.7717
H 1.1567 -11.6868 1.2282
H -1.4323 -10.0112 -1.7422
H -3.3367 -10.2074 -0.2145
```


# 2
Here is a 9-piece molecular cluster, C51H47N9O17 overall from OMol25. Energies are from ωB97M-V/def2-TZVPD.

* total charge: 0
* HOMO-LUMO gap: 6.996 eV
* total energy: -101815.9510 eV
* SMILES: O=[N+]([O-])c1ccccc1.O=[N+]([O-])c1ccccc1.O=[N+]([O-])c1ccccc1.O=[N+]([O-])c1ccccc1.O=[N+]([O-])c1ccccc1.O=[N+]([O-])c1ccccc1.O=[N+]([O-])c1ccccc1.O=[N+]([O-])c1ccccc1.CN(C)C=O
* energy relative to the best compared isomer or geometry (same formula, charge and spin): 28.733 eV
* multiplicity: 1

```
124
C51H47N9O17, DFT ωB97M-V/def2-TZVPD
O 1.5681 4.3478 4.4480
N 1.1981 3.1738 4.2980
O 0.1941 2.7528 3.6110
C 1.7841 2.0408 5.1250
C 3.2661 2.0368 5.5670
C 3.9081 0.6828 6.1410
C 2.9011 -0.2952 6.6110
C 1.5191 -0.2652 6.4020
C 0.8611 0.9638 5.7570
H 4.0651 2.7718 5.1190
H 4.8721 0.6128 6.6000
H 3.1831 -1.1622 7.0660
H 0.8201 -1.0772 6.8300
H -0.2089 1.0068 5.5390
O -5.7629 -4.7942 2.3190
N -4.7009 -4.4442 1.7720
O -4.3669 -4.4332 0.6300
C -3.7519 -3.6942 2.5810
C -2.4779 -3.2282 2.0260
C -1.5399 -2.5402 2.8820
C -1.8959 -2.1302 4.3030
C -3.0899 -2.7162 4.9130
C -3.9959 -3.5852 4.1120
H -2.3009 -3.3622 0.9980
H -0.6369 -2.2122 2.5440
H -1.4869 -1.6652 5.0220
H -3.3209 -2.6022 5.9320
H -4.8799 -3.8412 4.7410
O 4.1511 2.6758 2.3730
N 4.3601 3.1198 1.1120
O 3.4771 3.5988 0.4270
C 5.6181 3.0228 0.4500
C 6.9491 2.6808 1.2960
C 8.1521 2.2368 0.5000
C 8.1221 2.4268 -1.0150
C 6.9851 2.8958 -1.8120
C 5.7981 3.1228 -1.0730
H 6.9171 2.7248 2.2900
H 9.0791 1.7478 1.0590
H 8.7421 1.9688 -1.7420
H 6.6861 2.6278 -2.7670
H 4.7701 3.3388 -1.5160
O -0.0199 -6.7252 -1.1530
N -0.4899 -5.6152 -1.3280
O -0.3389 -4.5982 -0.6650
C -1.3919 -5.4492 -2.4090
C -2.6249 -4.4272 -2.2870
C -3.6429 -4.1762 -3.4270
C -3.4259 -5.0692 -4.6820
C -2.4609 -6.1192 -4.7870
C -1.4689 -6.3352 -3.7330
H -2.8759 -3.7572 -1.5010
H -4.5319 -3.5482 -3.4100
H -3.8659 -4.8862 -5.5360
H -2.3309 -6.9172 -5.6210
H -0.4719 -6.8632 -3.9360
O 1.6821 1.7898 -7.1520
N 2.1741 2.8868 -6.5400
O 2.9091 3.5878 -7.0430
C 1.9791 2.9598 -5.0920
C 2.1221 4.4198 -4.5160
C 2.0191 4.5618 -2.9580
C 1.6991 3.3468 -2.2230
C 1.6091 1.9508 -2.7650
C 1.6711 1.7258 -4.2870
H 2.4191 5.3108 -5.0280
H 2.2721 5.3408 -2.3170
H 1.3781 3.5408 -1.2260
H 1.4361 1.1148 -2.1420
H 1.7391 0.6858 -4.6930
O 1.6601 -3.4452 4.4710
N 2.0131 -3.9802 3.3730
O 1.6261 -5.0772 2.9870
C 3.0941 -3.3152 2.7130
C 3.0021 -3.1882 1.1870
C 4.0471 -2.6292 0.3030
C 5.2891 -2.0152 0.9890
C 5.4321 -2.1042 2.4140
C 4.3701 -2.7632 3.3480
H 2.0471 -3.7042 0.9060
H 3.9571 -2.6492 -0.6860
H 6.1261 -1.7002 0.3670
H 6.3601 -1.7142 3.1230
H 4.4711 -2.9102 4.4780
O -3.1349 3.7488 0.2710
N -4.3999 3.5098 0.0810
O -4.8439 2.5148 -0.5130
C -5.4309 4.3198 0.6630
C -5.2959 5.8338 0.5610
C -6.3549 6.8088 1.1320
C -7.7119 6.1228 1.5480
C -7.8569 4.7428 1.4470
C -6.7799 3.7738 1.1860
H -4.3449 6.3448 0.2710
H -6.1769 7.9718 0.9800
H -8.6229 6.6938 1.7790
H -8.8329 4.2038 1.5680
H -6.8919 2.6368 1.0830
O -0.3179 -1.6572 -6.0670
N -0.7479 -1.4182 -4.9190
O -0.1309 -1.4402 -3.8960
C -2.1669 -1.0262 -4.9670
C -2.7879 -0.5622 -3.6000
C -4.0579 0.1798 -3.5970
C -4.9119 0.1308 -4.8920
C -4.4939 -0.3832 -6.1400
C -3.1639 -1.1322 -6.1080
H -2.0979 -0.4182 -2.8230
H -4.1879 0.9558 -2.7800
H -5.8309 0.7078 -4.7390
H -5.0539 -0.2302 -6.8530
H -2.9049 -1.6602 -6.9000
C 1.3451 0.7258 1.1900
N 0.1191 0.1348 0.4710
C 0.2451 -1.0052 -0.3720
C -1.0939 0.7238 0.6540
O -2.1729 0.2658 0.1950
H 1.2761 1.7218 1.6400
H 2.0441 0.9708 0.4500
H 1.8781 -0.0672 1.6300
H 1.1781 -1.4372 -0.2530
H 0.1261 -0.9842 -1.3720
H -0.3599 -1.9812 -0.0650
H -1.2439 1.5938 1.0630
```


# 3
Here is C51H48N3OP2RbS2Si as an isolated structure from OMol25. Energies are from ωB97M-V/def2-TZVPD.

* total charge: 0
* HOMO-LUMO gap: 7.444 eV
* total energy: -108969.0461 eV
* energy relative to the best compared isomer or geometry (same formula, charge and spin): 0.000 eV
* multiplicity: 1

```
109
C51H48N3OP2RbS2Si, DFT ωB97M-V/def2-TZVPD
Rb -0.4917 0.6531 0.0284
C 5.3675 0.6547 3.1754
Si 4.1161 -0.7272 3.2956
C 4.6391 -1.8064 4.7462
C 4.1216 -1.8291 1.7792
C 2.3643 -0.1338 3.6674
C 1.7443 -0.4924 4.8499
C 0.4389 -0.0974 5.1315
C -0.2128 0.6400 4.1731
N 0.3375 1.0231 3.0121
C 1.6278 0.6782 2.7566
S 2.3650 1.2580 1.2907
H 6.3732 0.2376 3.0741
H 5.3490 1.2617 4.0838
H 5.1639 1.3041 2.3265
H 5.6442 -2.1944 4.5630
H 3.9764 -2.6638 4.8858
H 4.6733 -1.2465 5.6839
H 5.1227 -2.2332 1.6056
H 3.8049 -1.2761 0.8957
H 3.4437 -2.6738 1.9320
H 2.2789 -1.0911 5.5788
H -0.0525 -0.3639 6.0566
H -1.2445 0.9461 4.3317
O -2.0608 -2.4033 -3.0840
C -1.9884 -1.9313 -4.3800
C -2.6907 -2.6731 -5.3181
C -2.7594 -2.2438 -6.6319
C -2.1205 -1.0718 -7.0089
C -1.4248 -0.3372 -6.0631
C -1.3369 -0.7427 -4.7294
P -0.4698 0.3008 -3.4855
C -0.7063 1.9672 -4.1984
C 0.2901 2.6948 -4.8397
C 0.0323 3.9833 -5.2930
C -1.2196 4.5501 -5.1142
C -2.2194 3.8301 -4.4716
C -1.9589 2.5521 -4.0101
C 1.3034 -0.0213 -3.8095
C 1.8109 -0.6156 -4.9608
C 3.1719 -0.8626 -5.0796
C 4.0407 -0.5105 -4.0544
C 3.5456 0.0926 -2.9063
C 2.1853 0.3311 -2.7894
C -0.9159 -2.5868 -2.3547
C 0.2889 -2.8979 -2.9689
C 1.4374 -3.0452 -2.2077
C 1.3874 -2.8986 -0.8307
C 0.1664 -2.6421 -0.2247
C -1.0129 -2.5018 -0.9629
P -2.5129 -2.3130 0.0826
C -3.8718 -1.6124 -0.9240
C -5.1336 -2.1988 -0.9276
C -6.2142 -1.5487 -1.5136
C -6.0516 -0.3021 -2.0945
C -4.7968 0.2948 -2.0918
C -3.7233 -0.3547 -1.5107
C -3.0095 -4.0631 0.2571
C -3.3056 -4.5418 1.5284
C -3.6947 -5.8639 1.7113
C -3.7836 -6.7139 0.6213
C -3.4847 -6.2445 -0.6537
C -3.1010 -4.9270 -0.8353
H -3.1860 -3.5778 -4.9912
H -3.3138 -2.8236 -7.3582
H -2.1715 -0.7235 -8.0319
H -0.9487 0.5906 -6.3569
H 1.2732 2.2636 -4.9812
H 0.8172 4.5445 -5.7838
H -1.4155 5.5556 -5.4634
H -3.1935 4.2740 -4.3110
H -2.7308 2.0030 -3.4823
H 1.1423 -0.9027 -5.7635
H 3.5554 -1.3334 -5.9761
H 5.1005 -0.7089 -4.1499
H 4.2079 0.3646 -2.0943
H 1.8093 0.7705 -1.8715
H 0.3293 -2.9936 -4.0459
H 2.3782 -3.2494 -2.7034
H 2.2835 -2.9783 -0.2321
H 0.1178 -2.5469 0.8566
H -5.2836 -3.1693 -0.4720
H -7.1871 -2.0241 -1.5111
H -6.8951 0.2056 -2.5442
H -4.6605 1.2746 -2.5322
H -2.7499 0.1185 -1.5392
H -3.2267 -3.8763 2.3801
H -3.9225 -6.2272 2.7050
H -4.0828 -7.7447 0.7611
H -3.5522 -6.9097 -1.5051
H -2.8761 -4.5584 -1.8294
N 0.1518 3.8992 1.1509
C -1.1038 3.5716 0.7854
S -1.6814 3.9186 -0.7511
N -1.7838 2.8720 1.7394
C -3.0641 2.2780 1.5954
C -3.2228 0.9482 1.9744
C -4.4651 0.3360 1.8764
C -5.5521 1.0450 1.3945
C -5.3913 2.3748 1.0254
C -4.1592 2.9984 1.1296
H 0.7272 4.2609 0.4083
H 0.6447 3.3154 1.8214
H -1.1896 2.4607 2.4563
H -2.3755 0.3852 2.3521
H -4.5696 -0.7032 2.1614
H -6.5176 0.5655 1.3011
H -6.2384 2.9381 0.6549
H -4.0366 4.0329 0.8471
```


# 4
Here is C51H49ClN6O10Zr as an isolated structure from OMol25. Energies are from ωB97M-V/def2-TZVPD.

* total charge: 0
* HOMO-LUMO gap: 7.581 eV
* total energy: -96901.7766 eV
* energy relative to the best compared isomer or geometry (same formula, charge and spin): 5.186 eV
* multiplicity: 1

```
118
C51H49ClN6O10Zr, DFT ωB97M-V/def2-TZVPD
Zr 0.2753 0.7576 1.6163
O -5.1060 5.2391 1.3514
C -4.0219 4.4967 1.0470
O -2.9208 4.9561 1.1493
C -4.2394 3.1090 0.5857
C -5.3757 2.3699 0.3221
Cl -7.0161 2.8102 0.5421
N -4.9956 1.1394 -0.0816
N -3.6470 1.0350 -0.0826
C -3.1931 2.2010 0.3156
C -1.7036 2.3232 0.4803
O -0.9821 2.3136 -0.5114
O -1.2746 2.2371 1.6942
C -5.7547 -0.0159 -0.4359
C -5.2662 -1.2519 -0.0296
C -5.9509 -2.4013 -0.3853
C -7.1245 -2.3174 -1.1224
C -7.5975 -1.0787 -1.5277
C -6.9065 0.0803 -1.2017
H -5.9203 4.7301 1.2431
H -4.3508 -1.2979 0.5443
H -5.5600 -3.3663 -0.0899
H -7.6586 -3.2182 -1.3949
H -8.4997 -1.0079 -2.1211
H -7.2540 1.0385 -1.5589
C 5.8655 0.6430 -2.5736
O 4.5807 1.0019 -2.0898
C 3.4906 0.4166 -2.6714
C 3.5725 -0.5581 -3.6566
C 2.4167 -1.0524 -4.2457
C 1.1759 -0.5665 -3.8737
C 1.0901 0.3873 -2.8723
C 2.2345 0.8582 -2.2451
N 2.0760 1.8415 -1.2326
C 2.4907 1.8235 0.0513
N 3.4619 0.9755 0.4525
C 3.5387 0.5780 1.7978
C 1.7537 0.8995 3.3966
C 2.4388 0.8986 4.5361
C 3.7297 0.2642 4.7742
C 4.7253 0.1028 3.8897
C 4.6722 0.5595 2.5053
O 5.7821 1.0610 1.8670
C 7.0462 0.7967 2.4473
N 1.7622 2.5416 0.9097
C 2.4243 3.4368 1.7714
C 1.7927 3.9031 2.9256
C 2.4005 4.8341 3.7465
C 3.6588 5.3355 3.4356
C 4.2747 4.9285 2.2646
C 3.6547 4.0117 1.4303
O 4.2443 3.6848 0.2199
C 3.9358 4.6292 -0.8002
H 6.5719 1.2474 -2.0114
H 5.9574 0.8654 -3.6387
H 6.0723 -0.4159 -2.4014
H 4.5339 -0.9308 -3.9776
H 2.4971 -1.8172 -5.0068
H 0.2757 -0.9448 -4.3387
H 0.1287 0.7611 -2.5359
H 1.2633 2.4434 -1.3264
H 4.2361 0.7907 -0.1725
H 1.9799 1.4164 5.3718
H 3.9180 -0.0646 5.7912
H 5.6453 -0.3525 4.2332
H 7.7803 1.2208 1.7670
H 7.2293 -0.2767 2.5468
H 7.1473 1.2750 3.4239
H 0.8100 3.5207 3.1669
H 1.8866 5.1700 4.6379
H 4.1437 6.0513 4.0861
H 5.2393 5.3213 1.9666
H 4.3626 4.2445 -1.7247
H 4.3670 5.6069 -0.5705
H 2.8530 4.7369 -0.9135
C -5.3980 -2.4594 -4.2663
C -4.3798 -3.1595 -3.4049
C -4.5440 -4.5104 -3.1139
C -3.6331 -5.1843 -2.3156
C -2.5342 -4.5163 -1.8053
C -2.3408 -3.1735 -2.1144
N -1.2544 -2.4422 -1.5927
C 0.0327 -2.8621 -1.4032
C 0.5441 -4.0268 -2.0033
C 1.8616 -4.3915 -1.8230
C 2.7345 -3.6313 -1.0423
C 2.2510 -2.4807 -0.4614
C 0.9209 -2.0724 -0.6268
C 0.5366 -0.8409 0.0363
O 2.3643 0.0679 2.3155
O -0.6483 -0.4101 -0.0651
C -3.2687 -2.4763 -2.9006
C -3.0485 -1.0090 -3.1555
H -6.2080 -3.1396 -4.5279
H -4.9517 -2.0987 -5.1957
H -5.8331 -1.5989 -3.7554
H -5.4039 -5.0356 -3.5124
H -3.7854 -6.2297 -2.0791
H -1.8331 -5.0233 -1.1558
H -1.4660 -1.5418 -1.1780
H -0.0977 -4.6265 -2.6328
H 2.2208 -5.2914 -2.3080
H 3.7616 -3.9390 -0.9019
H 2.8859 -1.8535 0.1541
H -2.0360 -0.8276 -3.5216
H -3.1579 -0.4239 -2.2366
H -3.7502 -0.6118 -3.8841
C -0.9797 -2.8410 2.8811
C -0.6005 -1.5758 3.6350
C -1.4866 -1.3356 4.8447
O -0.6994 -0.4737 2.7629
H -0.8839 -3.7196 3.5224
H -0.3345 -2.9757 2.0109
H -2.0139 -2.7724 2.5353
H 0.4418 -1.6584 3.9721
H -2.5286 -1.2434 4.5313
H -1.1939 -0.4115 5.3436
H -1.4063 -2.1595 5.5566
```